1.
This record from the OMol25 dataset describes 2 unconnected molecules or ions with the total composition CHClO3S. The level of theory is wB97M-V/def2-TZVPD.

Structure (XYZ):
```
7
CHClO3S, DFT wB97M-V/def2-TZVPD
C 0.114 -0.664 1.314
O 0.502 -0.399 2.373
O -1.035 1.587 -0.668
O 1.384 1.146 -1.332
S 0.113 0.710 -0.789
Cl -0.514 -1.035 -1.926
H -0.563 -1.346 1.028
```

Computed properties:
- LUMO level (alpha / beta): -1.99 / -1.98 eV
- Energy above the lowest of the compared OMol25 structures with the same formula, charge and spin: 71.8 kcal per mole
- HOMO level (alpha / beta): -10.0 / -10.0 eV

***

2.
This record from the OMol25 dataset describes a molecular structure, C6H9Cl2O4PRuV. The level of theory is wB97M-V/def2-TZVPD.

Structure (XYZ):
```
24
C6H9Cl2O4PRuV, DFT wB97M-V/def2-TZVPD
Ru 0.062 0.050 -4.056
V -0.678 0.039 -1.263
Cl -1.062 -1.717 -2.746
Cl -1.686 1.603 -2.692
C 1.242 0.568 -2.203
C 1.113 -1.068 -5.050
C 0.859 1.495 -4.885
O 2.330 0.903 -1.916
O 1.844 -1.757 -5.678
O 1.422 2.369 -5.425
C 0.054 -1.794 2.573
P -0.333 -0.122 2.013
C -2.022 0.252 2.538
C 0.748 0.986 2.934
O -0.074 0.008 0.500
H 1.047 -2.077 2.193
H -0.693 -2.487 2.167
H 0.056 -1.845 3.668
H -2.097 0.292 3.635
H -2.332 1.226 2.130
H -2.695 -0.531 2.160
H 1.797 0.807 2.669
H 0.505 2.032 2.722
H 0.594 0.770 4.010
```

Computed properties:
- LUMO level (alpha / beta): -16.28 / -20.62 eV
- 2S+1: 8
- HOMO level (alpha / beta): -24.2 / -26.1 eV
- Charge: +4

***

3.
This record from the OMol25 dataset describes C5H7ClFN in the gas phase. The level of theory is wB97M-V/def2-TZVPD.

Structure (XYZ):
```
15
C5H7ClFN, DFT wB97M-V/def2-TZVPD
C -0.706 2.578 -1.675
C -0.234 1.483 -1.146
C -0.302 0.096 -0.598
N -0.178 -1.316 -1.662
C 0.849 -0.147 0.477
C 0.143 -0.634 1.789
F -0.937 -1.509 1.598
Cl -0.709 0.912 2.497
H -0.942 3.601 -1.746
H -1.342 -0.039 0.093
H 0.738 -1.205 -2.024
H -0.225 -2.235 -0.851
H 1.611 0.594 0.445
H 1.487 -1.097 0.211
H 0.747 -1.079 2.592
```

Computed properties:
- LUMO level: 0.66 eV
- Energy above the lowest of the compared OMol25 structures with the same formula, charge and spin: 121.4 kcal per mole
- HOMO level: -9.7 eV
- SMILES: C#C[C@@H](N)C[C@H](F)Cl

***

4.
This record from the OMol25 dataset describes a molecular structure, C11H18ClHoIN2O2P. The level of theory is wB97M-V/def2-TZVPD.

Structure (XYZ):
```
37
C11H18ClHoIN2O2P, DFT wB97M-V/def2-TZVPD
C -1.966 -0.531 0.185
I 0.538 -2.092 0.833
H -1.105 -0.374 -0.579
H -2.268 0.468 0.569
H -2.726 -1.067 -0.410
Ho 0.892 0.840 -1.437
P -0.319 -1.877 -2.578
C -1.071 -3.468 -2.017
C -1.588 -1.571 -3.876
H 1.592 -1.844 -4.072
H 0.527 -3.264 -4.392
H 1.649 -3.254 -2.963
C 0.999 -2.645 -3.609
H -1.407 -0.601 -4.348
H -1.535 -2.368 -4.632
H -1.284 -4.104 -2.891
H -2.018 -3.292 -1.497
H -2.588 -1.557 -3.420
H -0.402 -4.010 -1.341
C -1.491 -1.386 1.324
O -1.999 -1.660 2.381
Cl 0.856 2.057 -3.532
N 1.999 2.565 5.284
C 1.715 1.611 4.324
O 1.832 0.412 4.536
C 1.199 2.113 3.010
C 0.735 3.425 2.804
C 0.297 3.803 1.545
C 0.361 2.886 0.490
N 0.803 1.594 0.690
C 1.110 1.204 1.972
H 2.521 2.205 6.084
H 2.262 3.496 4.986
H 0.698 4.149 3.618
H -0.096 4.816 1.375
H 0.005 3.178 -0.518
H 1.271 0.140 2.104
```

Computed properties:
- LUMO level (alpha / beta): -8.43 / -8.22 eV
- 2S+1: 5
- Energy above the lowest of the compared OMol25 structures with the same formula, charge and spin: 0.0 kcal per mole
- HOMO level (alpha / beta): -15.8 / -15.8 eV
- Charge: +2

***

5.
This record from the OMol25 dataset describes a molecular structure, C40H30BrFeN5O4SeTe. The level of theory is wB97M-V/def2-TZVPD.

Structure (XYZ):
```
83
C40H30BrFeN5O4SeTe, DFT wB97M-V/def2-TZVPD
Fe 0.894 0.765 -1.720
C -2.267 -2.988 3.272
C -1.535 -1.984 2.434
C -0.871 -0.903 2.991
C -0.186 0.036 2.228
C 0.582 1.089 2.927
O 1.626 1.525 2.490
C 0.049 1.660 4.224
C -1.298 1.661 4.569
C -1.722 2.259 5.745
C -0.798 2.847 6.594
C 0.549 2.848 6.256
C 0.968 2.265 5.075
C -0.122 -0.085 0.821
O 0.476 0.813 0.119
C -0.733 -1.244 0.245
C -1.436 -2.128 1.059
C -0.529 -1.639 -1.166
N 0.019 -0.866 -2.033
C 0.280 -1.344 -3.400
C 0.663 -0.184 -4.302
Te -0.812 1.366 -4.433
C -0.514 1.900 -2.413
C -0.478 3.433 -1.016
C -0.260 3.007 0.381
C -1.332 2.622 1.189
C -2.444 2.111 0.600
C -2.637 1.961 -0.862
C -0.958 -3.022 -1.543
C -2.123 -3.237 -2.268
C -2.497 -4.525 -2.617
C -1.704 -5.602 -2.246
C -0.543 -5.387 -1.519
C -0.171 -4.101 -1.159
H -2.347 -2.652 4.304
H -1.755 -3.950 3.277
H -3.276 -3.159 2.899
H -0.861 -0.797 4.067
H -2.023 1.198 3.913
H -2.772 2.260 6.001
H -1.125 3.303 7.517
H 1.271 3.307 6.915
H 2.009 2.269 4.788
H -1.898 -2.993 0.601
H -0.588 -1.863 -3.812
H 1.103 -2.066 -3.353
H 0.800 -0.528 -5.327
H 1.616 0.263 -4.003
H -0.556 4.531 -0.990
H 0.702 3.196 0.833
H -1.222 2.599 2.262
H -3.229 1.739 1.245
H -3.671 2.254 -1.075
H -2.738 -2.395 -2.557
H -3.405 -4.688 -3.179
H -1.992 -6.605 -2.523
H 0.073 -6.224 -1.221
H 0.719 -3.935 -0.570
Se 1.949 5.558 -4.588
N 0.149 5.618 -4.537
C -0.263 4.740 -3.663
C -1.711 4.539 -3.483
C -2.320 3.672 -2.674
C -1.637 2.715 -1.734
N 0.522 2.997 -2.020
C 0.796 4.000 -2.984
N 2.013 4.273 -3.326
H -2.313 5.162 -4.130
H -3.401 3.639 -2.710
H -2.598 0.884 -1.079
Br 6.983 -4.150 0.579
C 5.365 -3.194 0.353
C 4.291 -3.478 1.183
N 3.128 -2.847 1.087
C 3.022 -1.908 0.150
C 4.030 -1.567 -0.737
C 5.243 -2.233 -0.631
C 3.830 -0.527 -1.834
O 4.733 -0.367 -2.635
O 2.710 0.094 -1.840
H 4.381 -4.238 1.947
H 2.084 -1.384 0.090
H 6.044 -1.990 -1.315
```

Computed properties:
- LUMO level (alpha / beta): -2.22 / -2.21 eV
- Energy above the lowest of the compared OMol25 structures with the same formula, charge and spin: 98.5 kcal per mole
- HOMO level (alpha / beta): -7.6 / -7.6 eV

***

6.
This record from the OMol25 dataset describes a gas-phase ion, C2H8NS (charge +1). The level of theory is wB97M-V/def2-TZVPD.

Structure (XYZ):
```
12
C2H8NS, DFT wB97M-V/def2-TZVPD
N -0.954 -0.189 1.208
C -0.623 -0.255 -0.261
C 0.816 0.229 -0.321
S 1.672 -0.433 -1.722
H -1.912 -0.542 1.497
H -0.981 0.813 1.620
H -0.082 -0.595 1.731
H -0.774 -1.270 -0.652
H -1.286 0.367 -0.884
H 1.390 -0.175 0.540
H 0.814 1.320 -0.395
H 1.919 0.729 -2.361
```

Computed properties:
- LUMO level: -4.13 eV
- Energy above the lowest of the compared OMol25 structures with the same formula, charge and spin: 13.5 kcal per mole
- HOMO level: -13.2 eV
- SMILES: [NH3+]CCS
- Charge: +1

***

7.
This record from the OMol25 dataset describes a molecular structure, C6H11ClO. The level of theory is wB97M-V/def2-TZVPD.

Structure (XYZ):
```
19
C6H11ClO, DFT wB97M-V/def2-TZVPD
C 0.039 -1.049 -2.424
C 0.481 -0.955 -0.955
C 0.127 0.173 -0.238
C -0.914 1.209 -0.508
C 0.831 0.458 0.985
C -0.178 0.311 2.237
H 0.213 -2.334 -3.184
H 0.697 -0.029 -3.074
H -1.075 -0.756 -2.334
H 0.957 -1.971 -0.465
H -1.604 1.020 0.417
H -0.036 2.244 -0.457
H -1.619 1.309 -1.476
H 1.680 -0.161 0.970
H -1.036 1.009 2.255
H 0.438 0.140 3.254
H -0.003 -1.622 2.178
O -0.860 -0.966 1.945
Cl 1.862 1.969 0.874
```

Computed properties:
- LUMO level: 0.55 eV
- Energy above the lowest of the compared OMol25 structures with the same formula, charge and spin: 156.4 kcal per mole
- HOMO level: -8.7 eV

***

8.
This record from the OMol25 dataset describes a molecular structure, C38H49BrCl3N3O3Rb. The level of theory is wB97M-V/def2-TZVPD.

Structure (XYZ):
```
98
C38H49BrCl3N3O3Rb, DFT wB97M-V/def2-TZVPD
Rb 0.505 0.055 -0.558
C 2.483 2.394 -1.758
C 3.172 1.206 -2.123
C 3.808 0.725 -0.931
C 3.471 1.632 0.108
C 2.664 2.663 -0.396
C 2.211 3.896 0.366
C 1.237 4.729 -0.469
C 1.520 3.513 1.680
C 3.429 4.774 0.701
C 4.673 -0.510 -0.644
C 5.865 -0.671 -1.600
C 5.298 -0.414 0.756
C 3.821 -1.794 -0.634
C 3.252 0.784 -3.596
C 3.109 -0.725 -3.844
C 4.560 1.293 -4.231
C 2.111 1.429 -4.402
H 1.910 3.012 -2.437
H 3.820 1.572 1.131
H 0.371 4.131 -0.763
H 1.718 5.095 -1.379
H 0.882 5.593 0.103
H 0.635 2.906 1.484
H 1.211 4.405 2.241
H 2.190 2.930 2.313
H 3.943 5.068 -0.217
H 4.141 4.217 1.316
H 3.131 5.679 1.245
H 6.480 0.233 -1.580
H 5.571 -0.849 -2.630
H 6.487 -1.517 -1.284
H 5.929 0.474 0.848
H 5.913 -1.300 0.945
H 4.529 -0.370 1.532
H 3.269 -1.933 -1.565
H 3.093 -1.737 0.181
H 4.441 -2.685 -0.466
H 3.888 -1.318 -3.373
H 3.148 -0.930 -4.919
H 2.143 -1.082 -3.478
H 5.442 0.879 -3.744
H 4.612 2.380 -4.132
H 4.603 1.038 -5.298
H 1.134 1.161 -3.991
H 2.152 1.077 -5.437
H 2.190 2.518 -4.419
O -4.072 4.909 2.023
C -3.250 3.949 1.534
C -2.875 3.888 0.198
C -2.027 2.873 -0.194
N -1.549 1.950 0.642
C -1.939 2.028 1.893
Br -1.286 0.665 3.048
C -2.778 2.991 2.418
H -4.328 5.503 1.308
H -3.234 4.615 -0.521
H -1.717 2.781 -1.229
H -3.063 3.004 3.459
Cl -4.201 -5.545 -3.584
C -3.487 -4.063 -2.983
C -2.111 -3.950 -2.885
C -1.568 -2.775 -2.404
Cl 0.179 -2.659 -2.292
C -2.320 -1.632 -1.985
O -1.806 -0.572 -1.532
C -3.729 -1.844 -2.131
Cl -4.772 -0.528 -1.659
C -4.300 -3.006 -2.607
H -1.467 -4.769 -3.180
H -5.377 -3.087 -2.682
C 2.529 -0.169 7.425
C 3.705 -0.717 6.630
N 3.338 -1.069 5.259
C 3.945 -0.279 4.185
C 3.438 1.152 4.132
C 2.694 -2.254 5.085
O 2.459 -3.008 6.022
C 2.168 -2.597 3.723
C 2.329 -3.886 3.241
C 1.775 -4.213 2.019
C 1.044 -3.250 1.340
N 0.845 -2.015 1.805
C 1.414 -1.705 2.969
H 2.838 0.090 8.439
H 1.739 -0.917 7.487
H 2.126 0.726 6.946
H 4.108 -1.603 7.121
H 4.501 0.026 6.570
H 3.766 -0.778 3.237
H 5.030 -0.279 4.334
H 2.365 1.189 3.930
H 3.948 1.694 3.334
H 3.629 1.675 5.072
H 2.885 -4.609 3.825
H 1.894 -5.201 1.593
H 0.593 -3.475 0.379
H 1.263 -0.690 3.323
```

Computed properties:
- LUMO level: 1.87 eV
- Energy above the lowest of the compared OMol25 structures with the same formula, charge and spin: 2.5 kcal per mole
- HOMO level: -3.8 eV
- Charge: -1

***

Number 1: calculated total energy -30550.34354 eV, maximum force 0.092 hartree/bohr, M 128.536 g mol⁻¹. Number 2: calculated total energy -77107.77623 eV, maximum force 0.212 hartree/bohr, M 399.028 g mol⁻¹. Number 3: calculated total energy -22023.03574 eV, maximum force 0.164 hartree/bohr, M 135.569 g mol⁻¹. Number 4: calculated total energy -74470.41774 eV, maximum force 0.071 hartree/bohr, M 568.538 g mol⁻¹. Number 5: calculated total energy -234671.76564 eV, maximum force 0.022 hartree/bohr, M 987.020 g mol⁻¹. Number 6: calculated total energy -14521.58776 eV, maximum force 0.051 hartree/bohr, M 78.160 g mol⁻¹. Number 7: calculated total energy -20963.65771 eV, maximum force 0.102 hartree/bohr, M 134.606 g mol⁻¹. Number 8: calculated total energy -159083.32762 eV, maximum force 0.016 hartree/bohr, M 867.559 g mol⁻¹.